53
Properties=species:S:1:pos:R:3:mulliken_charge:R:1 method="wB97M-V/def2-TZVPD" gap_ev=8.823 largest_force_ev_per_a=1.40 e_homo_ev=-8.2 de_lowest_kj_mol=61.8
C -6.518 -0.213 0.374 -0.8366
H -7.396 -0.420 0.983 0.2456
O -5.514 -1.077 0.849 -0.4722
C -4.283 -1.027 0.268 0.8161
C -3.931 -0.191 -0.786 -0.3657
C -2.646 -0.230 -1.303 -0.5588
C -1.691 -1.081 -0.764 -0.2146
C -2.042 -1.923 0.291 -0.4307
C -3.326 -1.899 0.790 -0.9197
H -3.613 -2.545 1.604 0.4408
H -1.305 -2.583 0.720 0.4053
N -0.388 -1.046 -1.274 0.1733
S 0.293 0.428 -1.645 1.1340
O -0.120 0.866 -2.948 -0.7130
O 1.706 0.294 -1.430 -0.3987
C -0.404 1.516 -0.446 1.1141
C -1.176 2.631 -0.651 0.0847
O -1.475 3.165 0.538 -0.1720
N -0.911 2.424 1.528 -0.8032
C -0.267 1.437 0.971 0.0191
C 0.490 0.431 1.739 -0.3045
H 0.001 -0.541 1.684 0.1332
H 1.487 0.327 1.315 -0.3405
H 0.556 0.737 2.779 0.4915
C -1.680 3.277 -1.882 -1.4511
H -1.273 2.760 -2.746 0.3222
H -1.385 4.325 -1.899 0.4517
H -2.768 3.236 -1.902 0.2892
C 0.438 -2.226 -1.389 -1.3956
H 0.971 -2.169 -2.342 0.3908
H -0.217 -3.101 -1.394 0.6014
C 1.432 -2.358 -0.225 0.9096
O 1.067 -2.638 0.901 -0.6479
N 2.715 -2.193 -0.584 -0.0553
H 2.907 -1.736 -1.464 0.2463
C 3.787 -2.118 0.390 -1.4840
C 4.100 -0.687 0.747 0.6290
C 3.860 -0.202 2.025 -0.5289
C 4.103 1.123 2.346 -0.4208
C 4.584 1.989 1.380 -0.5903
C 4.834 1.528 0.100 -0.5998
C 4.595 0.199 -0.206 0.7533
Cl 4.936 -0.349 -1.807 -0.2265
H 5.211 2.192 -0.662 0.4466
H 4.767 3.026 1.619 0.3932
H 3.907 1.479 3.345 0.4150
H 3.470 -0.876 2.773 0.3006
H 3.457 -2.664 1.276 0.4856
H 4.670 -2.603 -0.037 0.3402
H -2.379 0.393 -2.141 0.8271
H -4.647 0.485 -1.225 0.4113
H -6.234 0.838 0.495 0.3346
H -6.753 -0.409 -0.677 0.3252



16
Properties=species:S:1:pos:R:3:mulliken_charge:R:1 method="wB97M-V/def2-TZVPD" gap_ev=9.816 largest_force_ev_per_a=0.54 e_homo_ev=-8.6 de_lowest_kj_mol=78.0
C -2.069 -0.901 -1.616 -1.1792
C -0.902 -1.214 -0.692 -0.2886
C 2.175 1.490 2.079 -0.8041
C 1.558 1.317 0.917 -0.0858
C 0.629 0.210 0.675 -0.1067
C 0.031 -0.054 -0.485 -0.3411
H -2.600 0.000 -1.295 0.3337
H -2.782 -1.722 -1.634 0.3422
H -1.719 -0.763 -2.636 0.2986
H -0.358 -2.074 -1.088 0.2554
H -1.218 -1.563 0.298 0.3003
H 2.862 2.301 2.282 0.2696
H 2.007 0.819 2.919 0.2279
H 1.687 1.995 0.077 0.2452
H 0.490 -0.460 1.517 0.2360
H 0.209 0.619 -1.318 0.2966



What molecular weight values result from the calculations? In sequence: 463.9, 82.1 g mol⁻¹.